#A
Molecular formula: C4H13N2Si
Method: DFT, ωB97M-V/def2-TZVPD

The geometry in XYZ format:
```
20
C4H13N2Si, DFT ωB97M-V/def2-TZVPD
Si 0.3090 1.4347 0.5545
N -0.8514 0.1735 0.5959
N 0.8989 1.3585 -1.2808
C 0.2346 -1.6748 1.0491
C -0.5664 -2.6394 1.1181
C 1.8908 0.3495 -1.7903
C -2.2592 0.0967 0.8647
H 1.4767 -0.6752 -1.5609
H -1.6651 -2.3382 1.2309
H -2.7214 -0.8123 0.5344
H -0.1340 -3.6073 1.0049
H 2.7635 0.4472 -1.1642
H -0.3145 2.7877 0.4688
H -2.4149 -0.1222 1.9660
H 1.6536 1.4372 1.1342
H 1.1575 2.3626 -1.3813
H -2.7059 1.0557 0.4505
H 0.0047 1.2584 -1.8447
H 1.2539 -1.2853 0.9269
H 1.9896 0.3928 -2.8767
```

LUMO (spin up / spin down) (eV): -3.578 / -3.577
Net charge: +1
HOMO-LUMO gap (spin up / spin down) (Eh): 0.3354 / 0.3355

#B
Molecular formula: C4H13N2Si
Method: DFT, ωB97M-V/def2-TZVPD

The geometry in XYZ format:
```
20
C4H13N2Si, DFT ωB97M-V/def2-TZVPD
Si -1.3625 -0.1797 -0.5282
N 2.7780 -0.8849 -0.6924
N 2.4566 1.0926 0.4403
C -2.7639 -1.2077 0.1492
C 0.1824 -0.8235 0.6508
C 2.0582 -0.0612 0.0278
C -1.3724 1.7545 -0.2433
H 3.8380 -0.6052 -0.7210
H -2.6227 -1.0729 1.2093
H -2.2893 2.2237 -0.5265
H 3.4112 1.5506 0.1002
H -3.8522 -0.9409 -0.1963
H -2.6168 -2.2085 -0.1230
H 0.0939 -0.4509 1.6414
H -0.6348 2.2784 -0.8914
H -1.2899 2.1798 0.7727
H 1.8166 1.7901 0.8999
H -0.8165 -0.7477 -1.8596
H 0.5173 -1.8832 0.7912
H 2.4689 -1.8031 -0.9013
```

LUMO (eV): -3.402
Net charge: +1
HOMO-LUMO gap (Eh): 0.4063

#B takes first place; second place is 0.0685 hartree up.